A molecular structure, C26H59O5P3Sn in a non-equilibrium geometry, computed with ωB97M-V/def2-TZVPD.

Structure (XYZ):
```
94
Properties=species:S:1:pos:R:3:forces:R:3
Sn -0.28707 -0.20582 -0.70862 0.068 -0.774 0.876
C 2.01693 -0.89705 -1.60259 5.346 1.050 1.478
O 3.14199 -0.79788 -1.34770 -4.733 -0.666 -1.338
C -2.75065 0.08313 -0.35087 -3.701 2.511 2.874
O -3.61615 0.59406 0.21802 3.400 -2.289 -2.549
P -0.37359 2.16046 -1.93769 0.250 2.473 -2.027
C -0.68532 2.02238 -3.74769 0.011 -1.123 -0.102
H -0.79443 3.05073 -4.12780 0.115 -0.251 0.499
C -1.71577 3.31346 -1.38538 -0.750 -0.679 1.069
H -2.61857 2.67923 -1.43943 0.136 0.207 -0.048
C 1.27577 3.00003 -1.89684 0.821 -0.736 0.470
H 1.94661 2.27112 -2.38634 -0.265 0.137 0.085
C 1.10197 -3.93972 0.30671 1.035 1.038 0.515
P -0.36093 -3.04325 -0.36532 -0.842 -2.797 -0.654
H -0.94315 -4.83590 -1.85560 0.033 0.345 0.171
H 1.91750 -3.72602 -0.40456 -0.262 -0.045 0.129
C -1.84393 -3.74399 0.52182 -0.472 1.180 0.765
H -1.69353 -4.83054 0.43719 0.271 0.234 -0.158
C -1.53656 3.74554 0.06517 -0.121 0.302 0.428
H -2.40869 4.33369 0.38225 0.177 -0.136 -0.135
H -0.65416 4.38065 0.21578 -0.356 -0.144 -0.132
H -1.47021 2.90163 0.75783 0.037 -0.084 -0.072
C -1.94965 4.53780 -2.28959 0.327 0.082 -0.543
H -1.15120 5.28369 -2.16944 -0.362 -0.278 -0.076
H -2.89776 5.00425 -1.97877 0.285 -0.250 0.007
H -2.04663 4.27379 -3.35160 -0.078 0.262 0.395
C 1.33909 4.30419 -2.72036 -0.395 0.241 -0.204
H 0.83945 4.23080 -3.69869 0.269 0.151 0.399
H 2.40290 4.52787 -2.90583 -0.345 -0.178 0.116
H 0.91952 5.15185 -2.15800 0.166 -0.327 -0.226
C 1.80241 3.20998 -0.48581 0.212 0.238 0.462
H 2.79461 3.67720 -0.53348 -0.214 -0.103 -0.008
H 1.93012 2.27123 0.06125 0.033 -0.101 0.012
H 1.16291 3.85870 0.12185 0.279 -0.124 -0.202
C 0.54667 1.40705 -4.42722 0.681 -0.046 -0.140
H 1.39405 2.10882 -4.49423 -0.551 -0.078 -0.240
H 0.27591 1.06350 -5.43448 0.185 0.128 0.213
H 0.94683 0.54107 -3.87690 -0.028 0.611 -0.381
C -2.02329 1.30521 -3.99429 -0.351 0.021 -0.082
H -2.10256 0.33447 -3.48248 -0.047 0.194 -0.178
H -2.16991 1.12231 -5.06789 0.057 0.041 0.292
H -2.87235 1.90989 -3.64722 0.199 -0.072 -0.171
C 0.88130 -5.46510 0.35321 -0.625 -0.243 -0.272
H 0.47758 -5.86501 -0.58861 0.157 0.027 0.364
H 0.21241 -5.75104 1.17947 0.267 0.095 -0.262
H 1.85457 -5.95357 0.51472 -0.208 0.325 0.016
C 1.49859 -3.37231 1.66243 0.365 0.146 0.631
H 0.73249 -3.52436 2.43012 0.300 -0.055 -0.271
C -1.57103 -2.96640 -2.76999 -0.417 0.542 -0.206
H 1.71965 -2.30018 1.62781 -0.026 -0.219 -0.104
H 2.40967 -3.86088 2.02089 -0.100 -0.039 -0.097
C 0.79701 -3.89089 -2.77594 -0.055 -0.128 -0.087
H -1.28368 -1.91416 -2.62703 -0.241 -0.499 -0.265
H -1.57773 -3.17289 -3.84221 -0.060 0.060 0.076
H -2.58552 -2.99944 -2.37943 0.194 -0.378 -0.326
C -0.55421 -3.81967 -2.03448 0.335 0.931 -0.307
H 0.60913 -4.07791 -3.84397 0.126 0.074 0.327
H 1.42743 -4.71235 -2.40351 -0.158 0.372 -0.152
H 1.35564 -2.93951 -2.68222 -0.176 -0.471 -0.212
C -3.19613 -3.38365 -0.10245 -0.054 -0.302 -0.159
H -3.32418 -2.29375 -0.18811 -0.119 -0.353 -0.027
H -3.99558 -3.77307 0.53672 0.176 0.162 0.035
H -3.34041 -3.86525 -1.07175 -0.101 0.179 0.284
C -1.82298 -3.32346 1.99701 -0.113 -0.090 0.480
H -1.63014 -2.24198 2.12074 -0.110 -0.391 0.004
H -1.07514 -3.88194 2.57639 -0.366 0.222 -0.178
H -2.80465 -3.54232 2.44387 0.335 0.074 -0.114
H 0.08093 -0.88225 -3.75596 -1.441 0.144 0.746
H -0.60253 -0.69126 -3.40734 1.688 -0.465 -0.960
C 0.00163 3.16022 4.59580 0.053 -0.030 0.549
C -0.41883 2.60761 3.26266 -0.633 0.542 0.090
O 0.70306 1.90391 2.64081 -0.498 -2.016 -2.280
P 0.49907 0.45581 1.87421 2.827 -0.491 5.815
O -0.27858 -0.40684 3.02349 0.382 0.661 -2.394
C 0.39410 -1.04726 4.24556 0.110 -0.230 -0.423
C 0.16579 -0.20675 5.46030 0.236 0.103 0.191
O 2.02623 -0.12615 1.93567 -1.914 1.052 -1.233
C 3.11178 0.34194 2.89147 -0.079 0.248 0.220
C 3.83937 1.52653 2.31444 -0.157 0.165 0.076
H -0.02994 2.40361 5.38743 0.139 0.252 -0.296
H -0.72408 3.92226 4.88256 0.022 0.081 -0.035
H 0.98978 3.63168 4.57816 -0.178 -0.078 -0.122
H -1.27511 1.92954 3.38525 0.234 0.080 -0.133
H -0.68626 3.41695 2.57593 0.083 -0.173 0.214
H -0.09175 -2.02882 4.30971 0.089 0.360 -0.160
H 1.46855 -1.16306 4.02175 -0.682 -0.136 0.010
H -0.83743 0.21509 5.50088 -0.014 -0.078 -0.025
H 0.29159 -0.83659 6.34327 -0.006 -0.046 -0.014
H 0.91590 0.58097 5.53012 -0.145 0.042 0.032
H 2.61933 0.60784 3.84358 0.288 -0.248 -0.458
H 3.76044 -0.53940 3.01534 -0.454 0.241 -0.152
H 3.20595 2.41974 2.38709 0.257 -0.151 -0.084
H 4.73971 1.69625 2.91963 -0.141 0.003 -0.227
H 4.12804 1.35989 1.26938 0.091 -0.034 0.283
```
Positions in Å, forces in eV/Å.

Calculated values
Charge   +4
Kohn-Sham gap   6.231 eV
LUMO   -15.182 eV
HOMO   -21.41 eV
E_tot   -2639.004151 hartree
ΔE to the lowest compared entry with this formula, charge and spin   0.789 eV

Here are the Mulliken charges for atoms 1 to 2, given in e: 0.9158 0.0510